{
  "formula": "C21H26NOS",
  "method": "ωB97M-V/def2-TZVPD",
  "elements": ["C", "S", "C", "C", "C", "C", "C", "C", "C", "C", "C", "O", "H", "H", "H", "H", "H", "H", "H", "H", "H", "H", "H", "H", "C", "C", "C", "N", "C", "C", "C", "C", "C", "C", "C", "C", "H", "H", "H", "H", "H", "H", "H", "H", "H", "H", "H", "H", "H", "H"],
  "positions_angstrom": [[2.59826, -2.26704, 0.71853], [2.15147, -1.21995, -0.73980], [2.34805, -2.36820, -2.10129], [0.38507, -0.94807, -0.14903], [-0.88566, -0.80028, -1.01868], [-2.04112, -1.65240, -0.70659], [-2.04065, -3.03954, -0.36325], [-3.23959, -3.74298, -0.37815], [-4.40753, -2.99800, -0.64728], [-4.47014, -1.61109, -0.86229], [-3.25679, -0.96126, -0.85866], [-1.04014, 0.16801, -1.79151], [3.59528, -1.79632, 0.87957], [1.92866, -2.12880, 1.58243], [2.64495, -3.34083, 0.44554], [3.41102, -2.10221, -2.25737], [2.18833, -3.39616, -1.77011], [1.67076, -2.05246, -2.90890], [0.31756, -1.87668, 0.40722], [-1.05348, -3.43297, -0.18130], [-3.20059, -4.82219, -0.14903], [-5.32710, -3.52100, -0.60024], [-5.41333, -1.04960, -0.98896], [-3.24090, 0.11113, -1.06394], [-1.25547, 3.26724, 2.26126], [-1.61147, 1.98726, 3.12427], [-0.94862, 0.74745, 2.42760], [-0.27762, 1.22896, 1.21352], [0.70551, 0.37498, 0.65923], [1.59950, 1.20277, -0.35570], [2.67453, 2.01017, 0.06906], [3.40665, 2.75197, -0.86471], [3.09667, 2.67126, -2.23320], [2.06789, 1.84516, -2.69319], [1.29109, 1.14818, -1.75939], [-0.20106, 2.80084, 1.24484], [-2.17264, 3.65914, 1.78013], [-0.81796, 4.01144, 2.94299], [-1.19764, 2.05759, 4.15260], [-2.70487, 1.78288, 3.24205], [-0.28383, 0.13593, 3.09097], [-1.76773, 0.09999, 2.08787], [1.37006, -0.10130, 1.59017], [2.92466, 1.97028, 1.14871], [4.22183, 3.36208, -0.43336], [3.64800, 3.33587, -2.89926], [1.80389, 1.71360, -3.75894], [0.49634, 0.50345, -2.25472], [-0.51736, 3.10614, 0.22710], [0.82730, 3.17554, 1.49319]],
  "forces_ev_per_a": [[1.2, 0.2, -0.6], [-1.0, -1.0, 1.2], [0.0, 0.4, 0.4], [-0.3, -0.2, -0.6], [0.1, 2.2, -1.1], [-1.1, -0.5, 0.3], [0.3, 1.9, -0.8], [0.5, 0.7, 0.1], [0.0, -0.2, 0.4], [0.4, -0.9, 0.5], [0.0, 0.6, -0.7], [-0.9, -2.9, 1.7], [-0.5, -1.0, 0.6], [0.4, 0.2, -0.6], [0.1, 0.7, 0.1], [-0.5, -0.8, -0.8], [0.0, 0.1, -0.3], [0.5, -0.2, 0.1], [-0.7, 0.3, 0.5], [-0.1, -0.8, 0.1], [-0.5, 0.8, -0.2], [-0.8, -0.5, -0.1], [0.6, -0.6, 0.1], [0.2, -0.4, 0.1], [-0.2, -1.3, 0.8], [0.3, -0.5, 0.3], [-0.8, 0.2, -0.4], [-0.8, 1.2, 0.7], [2.9, 0.6, 1.1], [-0.6, 0.9, -0.6], [-0.9, -1.1, 0.1], [-0.1, -0.2, 0.4], [0.4, 0.7, 0.4], [-0.2, 0.0, 0.7], [0.8, -0.2, -0.5], [0.1, -1.3, -0.9], [0.7, -0.1, 0.2], [-0.3, 0.0, -0.5], [-0.3, 0.2, -0.6], [0.9, 0.5, -0.2], [-0.2, 0.6, -0.4], [0.2, -0.3, 0.3], [-1.0, 1.3, -2.0], [0.0, 0.3, -0.8], [-0.5, -0.2, -0.8], [-0.1, -0.4, 0.0], [0.4, 0.4, 0.7], [1.6, 1.2, 1.3], [0.7, 0.1, 0.6], [-1.0, -0.4, -0.3]],
  "max_force_ev_per_a": 3.492,
  "total_charge": 1,
  "homo_lumo_gap_ev": 7.685
}



{
  "formula": "C21H27BI2N3O8",
  "method": "ωB97M-V/def2-TZVPD",
  "elements": ["C", "C", "O", "C", "C", "O", "C", "B", "O", "O", "C", "I", "C", "C", "I", "C", "N", "H", "H", "H", "H", "H", "H", "H", "H", "H", "H", "H", "H", "H", "H", "H", "H", "H", "C", "C", "C", "C", "C", "C", "N", "O", "O", "H", "H", "H", "H", "H", "C", "C", "C", "C", "C", "C", "N", "O", "O", "H", "H", "H", "H", "H"],
  "positions_angstrom": [[-1.90275, 2.95463, -1.60410], [-0.92868, 1.90698, -1.06879], [0.44782, 2.37777, -1.08536], [1.02805, 2.34307, -2.32316], [1.95964, 1.18057, -2.60001], [2.32782, 1.20729, -3.95638], [3.03628, 2.39068, -4.40198], [4.59148, 2.06842, -4.01856], [5.30561, 2.83331, -3.11633], [5.17004, 1.02173, -4.65822], [2.86624, 2.46097, -5.92371], [1.51861, 1.10139, -6.77252], [3.48465, 3.29407, -6.75834], [3.27059, 3.38731, -8.24426], [5.01441, 4.55349, -6.06265], [2.45195, 3.70539, -3.82746], [1.90212, 3.56074, -2.43598], [-1.36948, 3.83731, -1.96443], [-2.47988, 2.56780, -2.44331], [-2.61220, 3.26334, -0.83970], [-0.98592, 0.97965, -1.64071], [-1.12285, 1.66300, -0.02953], [0.32352, 2.40759, -3.16209], [1.43921, 0.24329, -2.40852], [2.83293, 1.21849, -1.92658], [5.17886, 2.68711, -2.17744], [4.76763, 0.15319, -4.58186], [3.64440, 2.48314, -8.73064], [2.20907, 3.49178, -8.47140], [3.79651, 4.23770, -8.66903], [1.65313, 4.10569, -4.45082], [3.24586, 4.44702, -3.77199], [1.38709, 4.39272, -2.14072], [2.67528, 3.45249, -1.77498], [-0.79322, -3.63819, 2.58888], [-0.36464, -2.42390, 2.06599], [-1.16515, -1.73048, 1.17368], [-2.38932, -2.27595, 0.82869], [-2.83660, -3.48207, 1.33468], [-2.02221, -4.16771, 2.22235], [-3.26042, -1.54272, -0.10726], [-2.84684, -0.49212, -0.57672], [-4.34077, -2.01861, -0.36634], [-0.16771, -4.17263, 3.29188], [0.59314, -2.01434, 2.35811], [-0.85793, -0.78396, 0.75545], [-3.80222, -3.86664, 1.04357], [-2.35638, -5.10739, 2.63536], [-2.30715, -3.40256, 9.58519], [-1.99953, -4.56923, 8.89765], [-2.37311, -4.71461, 7.57115], [-3.05049, -3.67297, 6.96356], [-3.37175, -2.50203, 7.62593], [-2.99238, -2.37361, 8.95247], [-3.44801, -3.81594, 5.55108], [-3.17490, -4.85943, 4.98799], [-4.02140, -2.88460, 5.02434], [-2.01337, -3.29570, 10.62095], [-1.46989, -5.37042, 9.39464], [-2.15215, -5.61320, 7.01532], [-3.90763, -1.71947, 7.11044], [-3.23499, -1.46863, 9.49249]],
  "forces_ev_per_a": [[-0.1, -0.1, -0.2], [-0.1, 0.0, -0.1], [0.2, 0.0, 0.1], [-0.1, 0.0, -0.2], [0.1, -0.1, 0.1], [-0.1, 0.1, 0.0], [0.1, -0.1, 0.1], [0.0, 0.2, -0.3], [-0.4, 0.1, 0.0], [0.4, 0.0, 0.7], [0.1, 0.1, 0.0], [-0.2, 0.0, 0.0], [0.0, -0.1, 0.0], [0.0, 0.0, 0.0], [0.0, 0.0, 0.1], [0.1, 0.1, -0.1], [0.2, 0.0, 0.0], [0.0, 0.0, 0.1], [0.0, 0.0, 0.0], [0.1, 0.1, 0.0], [0.0, 0.0, 0.1], [0.0, 0.0, 0.0], [-0.1, 0.1, 0.1], [0.0, 0.0, -0.1], [-0.1, 0.0, 0.0], [0.3, -0.1, 0.1], [-0.3, 0.0, -0.5], [-0.1, 0.0, 0.0], [0.0, -0.1, 0.0], [0.0, 0.0, 0.0], [-0.1, -0.2, 0.1], [0.0, 0.0, -0.1], [-0.1, 0.0, -0.1], [-0.1, 0.0, 0.1], [0.0, 0.0, 0.0], [0.0, 0.0, 0.0], [0.0, 0.0, 0.0], [0.0, 0.0, 0.0], [0.0, 0.0, 0.0], [0.0, 0.0, -0.1], [-0.1, 0.0, -0.1], [0.1, 0.0, 0.1], [0.0, 0.0, 0.0], [0.0, 0.0, 0.0], [0.0, 0.0, 0.0], [0.0, 0.0, 0.0], [0.0, 0.0, 0.0], [0.0, 0.0, 0.0], [0.0, 0.0, 0.0], [0.0, 0.0, 0.0], [0.0, 0.0, 0.0], [0.0, 0.0, 0.0], [0.0, 0.0, 0.0], [0.0, 0.0, 0.0], [0.0, 0.0, 0.0], [0.0, 0.0, 0.1], [0.0, 0.0, 0.0], [0.0, 0.0, 0.0], [0.0, 0.0, 0.0], [0.0, 0.0, 0.0], [0.0, 0.0, 0.0], [0.0, 0.0, 0.0]],
  "max_force_ev_per_a": 0.759,
  "total_charge": 1,
  "homo_lumo_gap_ev": 8.463
}



{
  "formula": "C21H27BrN2O3",
  "method": "ωB97M-V/def2-TZVPD",
  "elements": ["C", "C", "O", "C", "C", "C", "C", "N", "C", "C", "C", "C", "N", "C", "C", "O", "C", "C", "C", "C", "C", "C", "Br", "C", "O", "C", "C", "H", "H", "H", "H", "H", "H", "H", "H", "H", "H", "H", "H", "H", "H", "H", "H", "H", "H", "H", "H", "H", "H", "H", "H", "H", "H", "H"],
  "positions_angstrom": [[-1.89423, 3.60726, 2.53416], [-1.74432, 3.58776, 1.01748], [-1.42759, 2.28641, 0.53351], [-0.17199, 1.82106, 0.83785], [-0.07855, 0.63636, 1.56074], [1.14546, 0.09167, 1.90923], [1.25653, -1.19508, 2.70416], [0.04758, -1.96029, 2.83501], [-0.61083, -2.49261, 1.73431], [-1.91779, -2.96037, 1.88518], [-2.58838, -3.55981, 0.84361], [-1.99712, -3.70596, -0.41592], [-2.69543, -4.37492, -1.42521], [-4.06666, -3.99074, -1.70434], [-4.10534, -2.86519, -2.74840], [-3.45730, -3.24666, -3.94206], [-2.11240, -3.60052, -3.69583], [-2.03147, -4.73174, -2.66184], [-0.69205, -3.23648, -0.56159], [-0.01190, -2.64666, 0.48828], [2.30640, 0.76012, 1.54159], [2.21644, 1.91971, 0.80038], [3.79275, 2.82369, 0.25538], [0.99608, 2.46713, 0.40998], [1.00753, 3.62207, -0.32687], [0.41546, 3.54344, -1.61954], [1.22484, 2.66475, -2.56512], [-0.94674, 3.36230, 3.01094], [-2.64081, 2.88126, 2.84741], [-2.20426, 4.59685, 2.85760], [-2.69339, 3.83300, 0.53472], [-0.98688, 4.31653, 0.70928], [-1.00299, 0.15534, 1.83952], [1.60667, -0.95387, 3.71379], [2.02305, -1.82792, 2.24324], [-0.57460, -1.64614, 3.56500], [-2.40584, -2.86157, 2.84545], [-3.58516, -3.93586, 1.01708], [-4.56616, -3.65866, -0.79667], [-4.59140, -4.86702, -2.10070], [-5.13310, -2.62479, -3.02567], [-3.62090, -1.96813, -2.32924], [-1.70108, -3.91639, -4.65617], [-1.56047, -2.71905, -3.33453], [-0.99748, -5.01251, -2.46582], [-2.55570, -5.60577, -3.06637], [-0.17893, -3.31699, -1.50740], [0.99291, -2.29353, 0.31625], [3.27491, 0.37047, 1.81579], [-0.61386, 3.17333, -1.55090], [0.40349, 4.57766, -1.97145], [0.78803, 2.70068, -3.55915], [1.22300, 1.63203, -2.21928], [2.25300, 3.01573, -2.61597]],
  "forces_ev_per_a": [[0.1, -0.1, -0.4], [-0.2, 0.4, 0.3], [0.3, -0.3, -0.2], [0.1, 0.0, 0.1], [0.0, 0.1, -0.1], [0.0, 0.1, -0.1], [0.0, 0.0, 0.0], [-0.1, 0.2, 0.5], [-0.1, -0.2, -0.3], [0.1, 0.1, -0.1], [0.0, 0.1, 0.0], [0.3, 0.1, 0.2], [-0.1, -0.3, -0.2], [-0.1, 0.3, -0.3], [-0.2, -0.1, 0.3], [-0.1, -0.1, -0.1], [0.2, -0.2, 0.1], [0.0, 0.2, -0.2], [-0.3, -0.1, -0.2], [0.1, 0.1, 0.4], [-0.1, 0.0, -0.1], [0.1, 0.2, -0.1], [0.0, -0.2, 0.1], [0.0, 0.1, -0.1], [-0.2, -0.1, 0.5], [-0.1, -0.1, -0.5], [-0.1, 0.2, 0.3], [0.0, 0.0, 0.1], [-0.1, 0.0, 0.1], [0.0, 0.1, 0.1], [0.1, 0.0, 0.0], [-0.1, -0.1, -0.1], [-0.1, -0.1, 0.0], [0.0, -0.1, -0.1], [0.0, 0.1, 0.1], [0.1, 0.0, -0.1], [0.0, 0.0, 0.1], [-0.1, -0.1, 0.0], [0.0, -0.1, 0.0], [-0.1, 0.1, 0.1], [0.0, 0.0, 0.1], [-0.1, -0.1, 0.0], [0.1, 0.0, 0.1], [0.0, -0.1, -0.1], [0.0, 0.0, 0.0], [0.1, 0.0, 0.0], [0.0, 0.0, -0.1], [0.1, 0.1, 0.0], [0.1, 0.0, 0.0], [0.1, 0.1, 0.0], [-0.1, -0.1, 0.0], [-0.1, 0.0, -0.1], [0.0, -0.1, 0.0], [0.1, 0.0, 0.0]],
  "max_force_ev_per_a": 0.575,
  "smiles": "CCOc1cc(CNc2ccc(N3CCOCC3)cc2)cc(Br)c1OCC",
  "homo_lumo_gap_ev": 7.658
}